1.
A single C4H10O2Si2 molecule in a non-equilibrium geometry, computed with ωB97M-V/def2-TZVPD.

Geometry as XYZ:
```
18
Properties=species:S:1:pos:R:3:lowdin_charge:R:1
C 2.048 0.968 0.019 0.060
C 1.091 0.323 0.727 -0.386
C 1.228 -0.099 2.177 -0.081
C -0.299 0.170 0.271 -0.434
O -0.656 0.625 -0.960 -0.353
Si -0.483 0.445 -2.506 0.517
Si -1.554 -0.955 0.911 0.844
O -2.881 -1.606 0.058 -0.203
H 2.901 1.260 0.522 0.037
H 1.893 1.058 -1.044 0.037
H 0.346 -0.839 2.435 0.058
H 2.249 -0.518 2.408 0.101
H 1.147 0.702 2.827 0.047
H -0.635 1.688 -3.329 -0.059
H 0.542 -0.338 -3.199 -0.065
H -1.730 -0.237 -2.821 -0.072
H -1.989 -1.464 2.169 -0.027
H -3.218 -1.182 -0.665 -0.022
```

**Orbital gap (alpha / beta)**: 7.5 / 7.5 eV
**E_LUMO (alpha / beta)**: 0.00115 / 0.00115 Ha
**Charge**: 0
**Highest occupied orbital energy (alpha / beta)**: -7.45 / -7.45 eV

=====

2.
A single Cl2HPS2 molecule in a non-equilibrium geometry, computed with ωB97M-V/def2-TZVPD.

Geometry as XYZ:
```
6
Properties=species:S:1:pos:R:3:lowdin_charge:R:1
P 0.853 -0.784 -1.112 0.077
S -1.248 1.850 0.759 -0.058
S 1.478 0.075 0.739 0.262
Cl -0.308 -2.238 -0.498 0.146
Cl -1.005 1.005 -1.039 -0.100
H 0.230 0.092 1.151 -0.327
```

**Orbital gap**: 6.5 eV
**E_LUMO**: -0.07285 Ha
**Charge**: 0
**Highest occupied orbital energy**: -8.49 eV